# 1
Below is C32H53BrN10SSi2Tc as an isolated structure, with properties calculated with the ωB97M-V functional and the def2-TZVPD basis.

* E_HOMO (spin up / spin down): -5.20 / -5.33 eV

```
! wB97M-V def2-TZVPD RIJCOSX def2/J DEFGRID3
* xyz 0 2
H 4.099 -4.063 0.575
H 4.922 5.184 -3.857
C -1.811 -0.406 4.605
N -1.914 -0.709 -0.497
C 0.531 2.330 -0.874
H 1.282 0.512 -4.463
C -3.777 -2.691 3.222
C -4.320 -1.148 -1.801
C -0.996 -3.848 3.753
H -1.785 2.786 5.743
H 0.224 -2.867 -0.795
C 0.900 0.543 -3.440
H -1.128 -3.575 4.800
H -1.055 4.721 -0.118
N 1.458 -0.577 2.021
H -1.168 4.807 1.641
H -3.107 -2.044 -3.347
H -2.244 0.463 6.518
H 0.859 0.180 -0.816
H -3.891 -2.130 4.147
Tc -0.196 -0.587 0.715
C 2.853 2.035 -2.871
H 0.093 1.274 -3.396
C 4.943 3.266 -2.893
C -1.246 4.135 0.785
N -1.338 -1.224 2.311
C -1.961 -1.302 -1.701
Br -5.956 -1.439 -2.696
N 0.601 -2.458 0.054
C 2.216 -1.542 2.367
H 0.461 -0.431 -3.217
N 2.290 -2.732 1.655
H -2.402 -3.197 0.125
C -1.269 2.162 3.756
C -3.133 -1.556 -2.385
N 2.080 -4.325 -0.006
N -0.682 1.250 1.540
C 1.426 1.112 -1.034
C 2.272 3.092 -3.571
S -2.855 2.099 -2.166
H 0.067 -3.731 3.519
C -1.678 1.946 5.067
H 1.284 3.370 2.881
H -4.411 -2.218 2.467
Si -2.013 -2.779 2.580
H -1.073 3.176 3.428
H -1.212 -4.330 0.798
H -5.203 -0.153 -0.105
C -3.078 -0.304 0.045
H 2.226 -1.272 -2.055
H 1.071 3.232 -1.186
H 1.337 -4.321 -2.001
H 1.525 0.250 2.608
C -4.300 -0.506 -0.579
C 2.878 -0.434 -2.315
H -2.976 3.588 -5.383
H -3.317 4.788 -2.128
C 2.023 0.832 -2.437
H -1.249 -4.906 3.650
H 0.252 -5.017 -0.769
C -1.940 0.656 5.496
C 4.203 2.145 -2.543
H 1.227 3.045 -3.842
C 3.514 -4.417 -0.269
H 3.626 -0.351 -1.526
H 2.528 5.019 -4.465
H -2.992 5.272 -3.744
H 2.249 1.138 -0.313
H 3.971 -1.912 3.343
C -1.426 -0.215 3.277
H 3.801 -3.833 -1.152
H -2.924 -4.538 1.144
C -2.138 -3.792 1.000
H 3.771 -5.461 -0.442
C -2.912 3.251 -3.359
H -4.162 -3.702 3.383
N -2.621 2.983 -4.660
H 2.301 2.546 1.695
C 1.598 -3.124 0.511
H -2.542 2.008 -4.890
H -1.007 -1.577 -2.133
H 1.848 4.231 1.445
N 3.033 -1.569 3.489
C -1.110 1.110 2.852
H -2.269 3.760 0.732
C 1.291 -4.911 -1.074
C 4.349 4.308 -3.585
H -0.352 2.251 -1.511
C 1.487 3.268 1.813
H 4.695 1.349 -2.003
H 1.683 -5.903 -1.289
Si -0.045 2.690 0.877
H 5.990 3.320 -2.623
H -2.013 -1.406 4.964
C 3.007 4.213 -3.924
H -3.008 0.195 1.000
H 3.010 -0.728 4.042
H 3.388 -0.672 -3.250
N -3.243 4.541 -3.100
H 2.703 -3.499 2.159
*
```


# 2
Below is a 15-piece molecular cluster, C32H53N17OP overall at a distorted geometry, with properties calculated with the ωB97M-V functional and the def2-TZVPD basis.

* E_HOMO: -11.17 eV

```
! wB97M-V def2-TZVPD RIJCOSX def2/J DEFGRID3
* xyz 1 1
C -9.084 -1.741 -3.440
N -7.004 -2.708 5.747
N 6.493 -4.828 -9.031
H -4.553 -4.825 5.029
H -3.342 4.559 4.050
H -4.402 4.536 0.064
N -2.673 1.812 -0.703
N 7.139 -3.265 -3.093
C 7.144 -0.010 -5.368
H -0.067 3.633 1.289
H 1.155 0.419 5.497
H -11.071 -1.418 -7.790
H -3.755 -3.370 5.675
C -4.285 4.068 -0.917
C 7.278 1.275 4.446
H -8.597 -3.111 1.597
H 8.383 1.541 6.276
H -2.070 0.027 0.592
N 1.971 1.030 1.717
C 3.280 -2.064 3.785
C -3.404 2.835 -0.800
H 1.670 0.045 1.462
N 3.322 2.926 5.341
H 6.877 4.670 -3.120
C -7.675 -3.633 1.869
H 2.860 1.234 -1.685
N 6.052 0.378 -2.840
H 4.445 1.637 -0.160
H 1.116 1.186 7.104
C 2.642 0.848 -0.578
H 2.113 2.785 0.362
H -7.638 -4.589 1.339
H 3.818 -3.015 3.753
H -12.556 -0.713 -7.108
H 7.151 -5.474 -5.844
C 2.683 -1.851 5.167
C 6.783 3.539 -4.951
H 8.046 3.051 5.395
C -1.267 0.668 1.166
N -5.470 -2.083 1.183
N 4.204 1.558 2.836
N 3.906 0.847 0.307
N -1.843 2.700 6.352
H 2.486 -2.078 3.034
H 7.681 -0.962 -5.400
N 7.337 2.947 -5.918
H -1.765 5.333 4.337
H 6.745 2.237 6.298
H 5.288 -1.147 -1.335
H 3.976 -1.253 3.551
H 7.041 -3.700 -5.960
H -4.289 -3.413 3.977
H -5.270 3.787 -1.298
C -6.470 -2.786 1.494
C -2.271 4.378 4.176
H -3.829 4.788 -1.603
H -1.879 3.916 3.266
H 4.946 0.945 3.291
H -0.573 -0.011 1.860
H -8.439 -2.601 -3.641
H -5.590 -0.717 -1.503
C 3.495 1.168 1.726
C 5.919 -1.959 -0.962
C 6.529 -4.744 -7.773
C 2.323 2.223 5.652
C 1.118 1.375 6.027
C -5.882 -3.173 5.406
H -7.677 -3.823 2.946
C -11.514 -0.968 -6.898
H -10.120 -2.082 -3.370
C 7.637 2.079 5.686
H 5.299 -2.663 -0.400
H 6.349 -0.025 -6.119
C -5.056 -1.678 -3.355
C -4.698 -0.875 -2.116
H 5.558 -4.679 -5.852
C 1.638 1.716 0.384
H -1.884 1.345 1.928
C 6.116 4.253 -3.787
H -3.951 -1.413 -1.526
H -8.998 -1.030 -4.267
N -5.354 -2.345 -4.384
C -11.443 -1.944 -5.735
C -2.037 3.461 5.365
H 2.329 -0.290 -0.750
N 2.188 -1.676 6.313
H 0.196 1.897 5.755
C 6.573 -4.642 -6.257
C -8.668 -1.074 -2.139
C 6.547 0.202 -3.986
H 6.679 -1.543 -0.296
H 7.840 0.800 -5.601
N -8.323 -0.521 -1.059
N -11.384 -2.754 -4.771
H 5.496 3.550 -3.224
O -0.691 3.449 0.505
H 3.919 2.489 3.268
H -10.967 -0.054 -6.651
N 6.981 0.609 3.418
H 5.486 5.065 -4.159
P -0.230 1.811 -0.001
H -4.289 0.097 -2.407
C -4.530 -3.732 4.994
C 6.586 -2.673 -2.127
*
```


Going through the records in order, we get total energy values of -147781.955; -70687.472 eV.